# 1
The following is a DFT calculation (ωB97M-V/def2-TZVPD) of a structure of composition C40H40ClIN2OP3RuSe2 at a distorted geometry.

Geometry as XYZ:
```
91
Properties=species:S:1:pos:R:3
Ru 0.379 0.833 0.322
Se -2.549 -0.629 1.134
P -2.220 0.893 2.600
Se -0.793 2.397 1.929
C -1.621 0.093 4.137
C -0.668 0.727 4.928
C -0.194 0.105 6.077
C -0.682 -1.139 6.446
C -1.635 -1.773 5.659
C -2.098 -1.165 4.501
C -3.793 1.654 3.110
C -3.951 3.035 3.072
C -5.162 3.603 3.447
C -6.207 2.794 3.864
C -6.048 1.414 3.904
C -4.846 0.841 3.524
H -0.305 1.705 4.640
H 0.556 0.601 6.681
H -0.316 -1.615 7.347
H -2.018 -2.743 5.948
H -2.818 -1.671 3.870
H -3.127 3.659 2.748
H -5.280 4.678 3.415
H -7.150 3.240 4.153
H -6.864 0.784 4.236
H -4.729 -0.235 3.531
Cl 4.687 4.366 -4.029
C 3.687 3.903 -2.673
C 3.297 4.872 -1.786
C 2.504 4.497 -0.696
I 1.828 5.936 0.666
C 2.108 3.191 -0.474
O 1.370 2.804 0.554
C 2.502 2.230 -1.410
N 2.064 0.983 -1.132
C 2.256 -0.106 -2.049
C 3.106 0.255 -3.240
C 3.594 1.483 -3.427
C 3.282 2.569 -2.518
H 3.595 5.900 -1.930
H 2.735 -0.934 -1.493
H 3.351 -0.529 -3.941
H 4.224 1.694 -4.283
C 3.289 -1.740 1.022
P 1.838 -0.699 1.388
C 2.413 0.151 2.901
C 0.686 -1.949 2.079
C 0.116 -2.996 1.106
P -0.037 -2.688 -0.703
C -1.734 -3.185 -1.117
C 0.890 -4.095 -1.390
H 3.609 -2.196 1.959
H 4.099 -1.140 0.607
H 3.022 -2.515 0.304
H 2.564 -0.535 3.737
H 1.687 0.917 3.162
H 3.353 0.651 2.660
H -0.128 -1.376 2.516
H 1.196 -2.472 2.892
H -0.891 -3.257 1.436
H 0.723 -3.901 1.166
H -1.995 -4.110 -0.600
H -1.815 -3.329 -2.194
H -2.417 -2.398 -0.809
H 0.568 -5.001 -0.874
H 1.962 -3.956 -1.252
H 0.682 -4.199 -2.453
N 0.372 -1.211 -1.086
C 0.803 -0.647 -2.365
C -0.010 0.608 -2.720
C -0.964 1.131 -1.853
C -1.526 2.384 -2.081
C -1.142 3.129 -3.184
C -0.257 2.575 -4.097
C 0.302 1.325 -3.869
C 0.743 -1.653 -3.513
C -0.448 -1.798 -4.225
C -0.546 -2.694 -5.280
C 0.558 -3.445 -5.660
C 1.736 -3.338 -4.937
C 1.818 -2.467 -3.859
H -1.412 0.486 -1.102
H -2.260 2.771 -1.384
H -1.553 4.116 -3.348
H 0.024 3.125 -4.987
H 0.990 0.903 -4.589
H -1.305 -1.193 -3.953
H -1.483 -2.798 -5.814
H 0.499 -4.112 -6.511
H 2.597 -3.935 -5.210
H 2.732 -2.439 -3.279
```

Summary:
Highest occupied orbital energy (spin up / spin down) (Eh): -0.2243 / -0.2234
Kohn-Sham gap (spin up / spin down) (Eh): 0.20078 / 0.19691
Multiplicity: 2

***

# 2
The following is a DFT calculation (ωB97M-V/def2-TZVPD) of a structure of composition C40H40NO2SiTb at a distorted geometry.

Geometry as XYZ:
```
85
Properties=species:S:1:pos:R:3
C 0.463 3.208 0.601
C -0.742 3.269 -0.156
C -1.686 2.379 0.434
H -0.927 3.937 -1.001
C -1.059 1.763 1.565
C 0.263 2.280 1.680
H -1.544 1.084 2.268
C 0.679 0.229 -2.971
C -0.116 1.422 -3.013
C -1.450 1.065 -2.637
H 0.221 2.405 -3.347
C -1.510 -0.345 -2.362
C -0.171 -0.840 -2.542
H -2.732 2.256 0.155
H 0.971 2.069 2.478
H 1.352 3.831 0.468
H 0.121 -1.891 -2.477
H -2.314 1.733 -2.669
H 1.724 0.141 -3.290
Tb 0.212 0.898 -0.505
C -2.764 -1.202 -2.499
C -2.560 -2.083 -3.753
C -3.997 -0.343 -2.751
H -2.389 -1.496 -4.657
H -3.448 -2.690 -3.925
H -1.719 -2.767 -3.630
H -3.851 0.257 -3.659
H -4.212 0.323 -1.911
H -4.867 -0.986 -2.926
C -3.000 -2.270 -1.358
C -3.599 -2.063 0.055
H -2.031 -2.775 -1.214
H -3.663 -3.024 -1.826
O -3.067 -2.575 1.047
N -4.725 -1.277 0.165
C -5.166 -0.831 1.498
H -5.491 -1.541 -0.444
C -5.422 0.643 1.461
C -5.044 1.477 2.521
H -4.565 1.027 3.394
C -5.281 2.852 2.448
H -4.976 3.500 3.273
C -5.902 3.399 1.316
H -6.106 4.471 1.265
C -6.261 2.567 0.247
H -6.717 2.983 -0.652
C -6.031 1.190 0.327
H -6.328 0.538 -0.499
H -4.404 -1.060 2.245
H -6.083 -1.380 1.748
O 1.448 -0.578 0.304
Si 3.027 -0.697 0.650
C 3.282 -1.063 2.457
C 2.348 -1.899 3.082
C 2.531 -2.285 4.414
C 3.628 -1.811 5.142
C 4.538 -0.937 4.533
C 4.365 -0.565 3.192
C 3.861 -2.044 -0.356
C 3.565 -2.184 -1.717
C 4.231 -3.133 -2.504
C 5.188 -3.975 -1.927
C 5.458 -3.873 -0.558
C 4.798 -2.914 0.224
C 3.794 0.969 0.257
C 4.438 1.178 -0.970
C 4.941 2.442 -1.296
C 4.825 3.502 -0.389
C 4.195 3.294 0.843
C 3.692 2.029 1.166
H 1.479 -2.255 2.528
H 1.807 -2.953 4.885
H 3.767 -2.111 6.184
H 5.381 -0.541 5.102
H 5.084 0.115 2.729
H 2.807 -1.551 -2.184
H 3.996 -3.216 -3.567
H 5.707 -4.718 -2.539
H 6.183 -4.547 -0.095
H 5.022 -2.848 1.291
H 4.559 0.346 -1.668
H 5.427 2.595 -2.262
H 5.216 4.490 -0.642
H 4.092 4.113 1.560
H 3.229 1.871 2.145
```

Summary:
Highest occupied orbital energy (spin up / spin down) (Eh): -0.3017 / -0.3068
Kohn-Sham gap (spin up / spin down) (Eh): 0.31204 / 0.32339
Multiplicity: 7

***

# 3
The following is a DFT calculation (ωB97M-V/def2-TZVPD) of a structure of composition C40H41BNNiO2P4.

Geometry as XYZ:
```
90
Properties=species:S:1:pos:R:3
Ni 0.600 -0.302 -0.568
N -0.953 -1.545 1.567
P 0.227 -0.385 1.989
C 0.539 -0.997 3.711
C 1.207 -2.217 3.885
C 1.392 -2.758 5.148
C 0.919 -2.085 6.267
C 0.277 -0.867 6.113
C 0.091 -0.320 4.847
C -0.586 1.203 2.365
C 0.245 2.296 2.608
C -0.295 3.531 2.935
C -1.675 3.686 3.004
C -2.508 2.604 2.757
C -1.964 1.362 2.446
P -1.247 -1.842 -0.108
C -2.530 -3.143 0.041
C -2.280 -4.508 -0.082
C -3.313 -5.419 0.102
C -4.593 -4.975 0.411
C -4.848 -3.615 0.525
C -3.823 -2.701 0.329
C 0.258 -2.767 -0.652
C 1.349 -3.097 0.147
C 2.420 -3.822 -0.373
C 2.404 -4.233 -1.694
C 1.318 -3.914 -2.507
C 0.267 -3.176 -1.996
H -1.657 -1.825 2.237
H 1.589 -2.760 3.031
H 1.908 -3.705 5.259
H 1.056 -2.509 7.255
H -0.087 -0.330 6.982
H -0.404 0.636 4.757
H 1.324 2.174 2.545
H 0.354 4.375 3.134
H -2.098 4.654 3.241
H -3.584 2.725 2.803
H -2.621 0.519 2.250
H -1.285 -4.872 -0.311
H -3.113 -6.479 0.007
H -5.393 -5.689 0.559
H -5.848 -3.265 0.753
H -4.031 -1.636 0.393
H 1.343 -2.827 1.187
H 3.258 -4.078 0.266
H 3.231 -4.808 -2.094
H 1.297 -4.248 -3.538
H -0.586 -2.936 -2.626
C 1.551 -0.853 -4.273
P 0.703 0.072 -2.934
C -0.866 0.500 -3.758
C 1.675 1.619 -2.925
C 1.488 2.626 -3.867
C 2.243 3.789 -3.812
C 3.203 3.946 -2.822
C 3.403 2.943 -1.882
C 2.641 1.778 -1.920
P 2.767 0.464 -0.659
C 4.051 -0.662 -1.327
C 3.668 1.229 0.727
H 1.633 -0.208 -5.147
H 0.977 -1.744 -4.534
H 2.551 -1.159 -3.961
H -0.700 0.765 -4.801
H -1.360 1.323 -3.240
H -1.526 -0.368 -3.716
H 0.736 2.519 -4.642
H 2.078 4.576 -4.539
H 3.795 4.852 -2.775
H 4.152 3.085 -1.112
H 4.817 -0.083 -1.846
H 3.617 -1.396 -2.006
H 4.510 -1.200 -0.495
H 4.697 1.444 0.439
H 3.678 0.532 1.566
H 3.176 2.149 1.039
O -0.191 2.647 -0.670
B -0.638 1.320 -0.605
O -2.035 1.297 -0.751
C -2.431 2.617 -0.872
C -3.701 3.124 -1.009
C -3.812 4.513 -1.102
C -2.688 5.334 -1.060
C -1.405 4.800 -0.921
C -1.316 3.431 -0.827
H -4.570 2.478 -1.037
H -4.792 4.963 -1.214
H -2.813 6.408 -1.136
H -0.521 5.425 -0.880
```

Summary:
Highest occupied orbital energy (spin up / spin down) (Eh): -0.3472 / -0.3890
Kohn-Sham gap (spin up / spin down) (Eh): 0.26556 / 0.28371
Net charge: +1
Multiplicity: 3

***

# 4
The following is a DFT calculation (ωB97M-V/def2-TZVPD) of a structure of composition C40H41KN10O2SeSi.

Geometry as XYZ:
```
96
Properties=species:S:1:pos:R:3
K -0.679 0.271 0.756
C -4.243 -0.697 -1.907
C -3.554 -1.309 -0.735
O -2.154 -1.330 -0.872
C -4.098 -1.710 0.407
C -3.470 -2.225 1.624
C -4.274 -3.191 2.460
N -2.314 -1.792 1.991
N -1.869 -2.272 3.179
C -0.730 -1.675 3.564
O -0.089 -0.784 2.980
C -0.218 -2.164 4.897
C -0.936 -3.053 5.696
C -0.426 -3.471 6.916
C 0.811 -3.013 7.353
C 1.533 -2.132 6.559
C 1.020 -1.711 5.341
H -3.901 0.333 -2.030
H -5.322 -0.704 -1.764
H -4.000 -1.242 -2.822
H -5.183 -1.641 0.436
H -5.137 -3.571 1.911
H -4.617 -2.711 3.381
H -3.640 -4.023 2.767
H -1.894 -3.401 5.337
H -0.995 -4.160 7.531
H 1.210 -3.342 8.306
H 2.501 -1.773 6.890
H 1.564 -1.027 4.702
C 2.575 0.368 -3.137
C 1.446 0.053 -2.428
N 0.785 0.895 -1.610
C 1.313 2.186 -1.608
C 2.510 2.455 -2.263
N 3.197 1.592 -3.022
C 0.581 3.241 -0.886
C 0.856 4.590 -1.084
C 0.154 5.611 -0.394
C -0.873 5.142 0.477
C -1.108 3.792 0.587
N -0.405 2.831 -0.044
C -2.208 3.320 1.465
C -2.685 4.089 2.542
N -3.658 3.697 3.347
C -4.179 2.491 3.097
C -3.716 1.710 2.059
N -2.743 2.113 1.243
C 0.420 7.001 -0.579
C -0.295 8.035 0.095
C -0.002 9.359 -0.126
N 0.948 9.823 -0.961
C 1.634 8.852 -1.597
C 1.430 7.502 -1.454
H 3.040 -0.373 -3.783
H 1.032 -0.952 -2.498
H 2.963 3.435 -2.154
H 1.601 4.870 -1.812
H -1.504 5.845 1.000
H -2.234 5.047 2.767
H -4.965 2.144 3.757
H -4.121 0.719 1.881
H -1.084 7.804 0.798
H -0.570 10.119 0.405
H 2.412 9.198 -2.274
H 2.057 6.829 -2.023
C 1.404 -3.837 -3.561
Si -0.222 -3.191 -4.240
C -1.151 -4.626 -5.032
C 0.075 -1.857 -5.516
C -1.204 -2.522 -2.856
C -1.651 -1.945 -1.892
H 2.017 -4.280 -4.351
H 1.226 -4.597 -2.799
H 1.978 -3.029 -3.101
H -0.570 -5.041 -5.860
H -2.117 -4.303 -5.426
H -1.330 -5.425 -4.309
H 0.639 -2.235 -6.373
H 0.636 -1.031 -5.068
H -0.873 -1.455 -5.879
C 4.481 -0.512 -0.382
N 4.295 -1.930 -0.631
C 4.870 -2.657 -1.653
C 4.410 -3.919 -1.557
N 3.550 -3.953 -0.474
C 2.759 -5.079 -0.036
C 3.464 -2.718 0.095
Se 2.422 -2.223 1.512
H 5.324 -0.164 -0.975
H 4.671 -0.359 0.679
H 3.591 0.043 -0.673
H 5.541 -2.206 -2.361
H 4.596 -4.786 -2.164
H 3.182 -5.993 -0.451
H 1.721 -4.968 -0.354
H 2.767 -5.116 1.052
```

Summary:
Highest occupied orbital energy (spin up / spin down) (Eh): 0.0168 / 0.0152
Kohn-Sham gap (spin up / spin down) (Eh): 0.11907 / 0.12065
Net charge: -2

***

# 5
The following is a DFT calculation (ωB97M-V/def2-TZVPD) of a structure of composition C40H42Cl2MnN5O4S3 at a distorted geometry.

Geometry as XYZ:
```
97
Properties=species:S:1:pos:R:3
Mn 0.008 -0.252 -0.413
S -5.996 0.007 -0.172
C -7.673 -0.315 -0.232
C -7.934 -1.646 -0.302
C -6.758 -2.430 -0.311
C -5.608 -1.688 -0.248
C -4.235 -2.169 -0.274
C -3.151 -1.273 -0.282
N -1.880 -1.619 -0.367
C -1.579 -2.936 -0.429
C -2.583 -3.922 -0.366
C -2.225 -5.307 -0.383
C -0.930 -5.676 -0.449
C 0.104 -4.693 -0.561
C 1.447 -5.061 -0.686
C 2.405 -4.097 -0.933
C 1.967 -2.763 -1.018
N 0.724 -2.370 -0.807
C -0.218 -3.324 -0.587
C 3.813 -4.442 -1.091
C 4.759 -3.895 -1.915
C 6.019 -4.527 -1.808
C 6.017 -5.540 -0.899
S 4.489 -5.750 -0.171
C -3.919 -3.517 -0.298
H -8.377 0.501 -0.209
H -8.930 -2.059 -0.347
H -6.775 -3.508 -0.370
H -3.381 -0.219 -0.205
H -3.016 -6.043 -0.345
H -0.649 -6.721 -0.452
H 1.723 -6.107 -0.642
H 2.693 -2.006 -1.259
H 4.541 -3.105 -2.621
H 6.894 -4.245 -2.373
H 6.830 -6.190 -0.617
H -4.694 -4.270 -0.258
Cl -3.593 3.028 2.338
C -3.058 2.390 0.842
C -3.750 2.640 -0.337
C -3.270 2.085 -1.512
C -2.130 1.306 -1.477
N -1.480 1.057 -0.330
C -1.928 1.594 0.806
H -4.639 3.255 -0.332
H -3.783 2.242 -2.449
H -1.723 0.865 -2.378
H -1.367 1.378 1.702
C -0.500 -0.454 4.252
S 0.877 -0.186 3.120
C 1.029 1.617 3.318
O 0.276 -0.414 1.745
H -0.164 -0.219 5.261
H -0.781 -1.503 4.195
H -1.340 0.177 3.964
H 1.916 1.818 3.917
H 0.152 2.030 3.812
H 1.139 2.040 2.321
C 4.774 1.064 1.310
C 4.633 -0.453 1.116
C 5.624 -0.950 0.068
C 4.877 -1.152 2.452
N 3.268 -0.853 0.699
N 2.578 0.019 -0.185
H 5.652 1.261 1.923
H 3.903 1.478 1.826
H 4.911 1.595 0.367
H 6.648 -0.765 0.393
H 5.484 -0.442 -0.890
H 5.493 -2.020 -0.084
H 5.918 -1.040 2.750
H 4.656 -2.219 2.386
H 4.250 -0.709 3.230
H 2.683 -1.013 1.505
H 3.055 0.011 -1.082
H 2.599 0.978 0.152
C -0.765 5.926 0.906
C -1.337 5.735 -0.468
C -2.581 6.239 -0.810
C -3.089 6.079 -2.095
Cl -4.642 6.717 -2.489
C -2.356 5.397 -3.051
C -1.122 4.863 -2.718
C -0.599 5.041 -1.441
O 0.636 4.632 -1.048
C 1.307 3.611 -1.732
C 0.937 2.250 -1.106
O 0.749 1.254 -1.872
O 0.854 2.173 0.130
H -1.523 6.298 1.592
H 0.052 6.649 0.869
H -0.350 4.991 1.286
H -3.162 6.777 -0.072
H -2.741 5.296 -4.057
H -0.568 4.335 -3.482
H 2.368 3.782 -1.553
H 1.122 3.600 -2.803
```

Summary:
Highest occupied orbital energy (spin up / spin down) (Eh): -0.4546 / -0.4571
Kohn-Sham gap (spin up / spin down) (Eh): 0.13373 / 0.23554
Net charge: +2
Multiplicity: 5